No. 1
DFT (wB97M-V/def2-TZVPD) results for a molecular structure, C11H13AgN4S3Se in a non-equilibrium geometry.

```
! RIJCOSX wB97M-V def2-TZVPD def2/J DEFGRID3
* xyz 0 1
Ag 1.3559 1.4605 -1.9472
Se 6.1355 1.2136 -1.8448
C 4.4448 1.2398 -2.2252
N 3.3046 1.2506 -2.4961
N -1.0056 0.8961 0.6845
C -1.2216 0.5590 -0.5970
S -1.0411 1.7525 -1.7910
N -1.6320 -0.7094 -0.7815
C -2.0443 -1.4435 -1.9269
C -2.5580 -0.8794 -3.0895
C -2.9466 -1.7059 -4.1341
C -2.8467 -3.0831 -4.0276
C -2.3582 -3.6440 -2.8580
C -1.9600 -2.8299 -1.8137
H -0.4905 1.7462 0.8509
H -0.9778 0.1978 1.4112
H -1.5516 -1.2950 0.0364
H -2.6629 0.1858 -3.1812
H -3.3353 -1.2585 -5.0391
H -3.1488 -3.7174 -4.8503
H -2.2842 -4.7186 -2.7579
H -1.5737 -3.2708 -0.9009
S 2.3313 1.7543 0.8083
C 2.0632 1.5241 2.4139
N 1.6759 2.4877 3.2769
C 1.7897 2.2093 4.7006
C 1.7253 0.6914 4.8574
S 2.2257 -0.0083 3.2419
H 1.7534 3.4403 2.9523
H 0.9677 2.6881 5.2325
H 2.7315 2.6016 5.0932
H 0.7223 0.3375 5.0860
H 2.4120 0.3275 5.6162
*
```

Computed properties:
- HOMO (hartree) = -0.250
- relative energy (zero: lowest compared OMol25 entry of this formula, charge and spin) (eV) = 0.816
- E_LUMO (eV) = -0.3
- maximum force (Eh/bohr) = 0.02722

No. 2
DFT (wB97M-V/def2-TZVPD) results for a molecular structure, C11H13BClNSr in a non-equilibrium geometry.

```
! RIJCOSX wB97M-V def2-TZVPD def2/J DEFGRID3
* xyz -2 1
C 3.5805 0.8217 -0.0870
C 3.0203 -0.2064 -0.9070
C 2.2610 -1.0708 -0.0726
H 3.1902 -0.3156 -1.9761
C 2.3427 -0.5887 1.2588
C 3.1597 0.5836 1.2555
H 3.4430 1.1672 2.1356
H 4.2535 1.6178 -0.4141
H 1.7766 -1.9940 -0.3993
H 1.8883 -1.0554 2.1322
Sr 0.8213 1.5313 -0.1242
Cl -0.2479 1.8373 -2.4771
C -2.6231 -1.9933 -0.9825
C -2.0222 -2.5710 0.1801
C -0.8008 -3.1976 -0.2201
H -2.3967 -2.4883 1.2001
C -0.6445 -3.0092 -1.6268
C -1.7703 -2.2640 -2.0988
H -1.9811 -2.0105 -3.1397
H -3.5566 -1.4388 -1.0104
H -0.1085 -3.7395 0.4285
H 0.2082 -3.3085 -2.2313
B -2.5884 4.3890 1.5720
C -1.7532 3.0858 1.4566
N -1.1024 2.1135 1.3426
H -3.4698 4.3508 0.7292
H -1.8301 5.3287 1.3752
H -3.0496 4.4247 2.7007
*
```

Computed properties:
- HOMO (hartree) = -0.010
- relative energy (zero: lowest compared OMol25 entry of this formula, charge and spin) (eV) = 0.000
- E_LUMO (eV) = 4.5
- maximum force (Eh/bohr) = 0.04967

No. 3
DFT (wB97M-V/def2-TZVPD) results for a molecular structure, C11H13BrIN7O2Re.

```
! RIJCOSX wB97M-V def2-TZVPD def2/J DEFGRID3
* xyz 4 2
Re -0.1096 0.2720 0.0943
N 0.0781 0.3251 2.3076
N 0.2794 1.7005 2.6664
C 0.2843 2.6520 1.7193
N 0.4776 3.9109 1.9775
N 0.0585 2.1265 0.4614
N 0.0553 2.8621 -0.7945
O -0.1137 2.0419 -1.6983
O 0.1911 4.0274 -0.8438
H -0.7443 0.0105 2.8278
H 0.8738 -0.1887 2.6915
H 0.4032 1.9213 3.6498
H 0.6511 4.2508 2.9192
H 0.4654 4.6057 1.2371
Br 5.5702 -2.4290 -1.9152
C 3.9998 -1.6982 -1.3438
C 3.5169 -1.9547 -0.0448
C 2.3539 -1.3728 0.3553
N 1.6105 -0.5493 -0.4605
C 2.0865 -0.3186 -1.7273
C 3.2508 -0.8567 -2.1877
H 4.0599 -2.5997 0.6330
H 1.9592 -1.5662 1.3427
H 1.4937 0.3339 -2.3566
H 3.5871 -0.6335 -3.1914
I -4.9141 -0.5253 -3.3890
C -3.8200 -1.0836 -1.7356
C -4.2423 -2.1729 -0.9555
C -3.4778 -2.5235 0.1462
C -2.3527 -1.7814 0.4453
N -1.9300 -0.7253 -0.3135
C -2.6556 -0.3889 -1.4027
H -5.1407 -2.7298 -1.1994
H -3.7597 -3.3567 0.7777
H -1.7492 -2.0258 1.3097
H -2.2964 0.4401 -2.0021
*
```

Computed properties:
- HOMO (spin up / spin down) (hartree) = -0.755 / -0.755
- relative energy (zero: lowest compared OMol25 entry of this formula, charge and spin) (eV) = 0.000
- E_LUMO (spin up / spin down) (eV) = -13.7 / -16.5
- maximum force (Eh/bohr) = 0.00579

No. 4
DFT (wB97M-V/def2-TZVPD) results for a molecular structure, C11H13BrN6O3Rh.

```
! RIJCOSX wB97M-V def2-TZVPD def2/J DEFGRID3
* xyz 1 1
Rh -0.3123 -0.3260 0.0540
N -1.2443 3.3330 1.6054
C -0.7079 2.1653 1.2952
O -1.1300 1.5193 0.3054
C 0.4130 1.5715 2.1011
C 0.4245 0.0790 1.8152
H -1.9758 3.7125 1.0239
H -0.9124 3.8726 2.3858
H 0.3347 1.8326 3.1595
H 1.3461 2.0068 1.7319
H -0.5370 -0.4089 2.1658
H 1.2717 -0.4327 2.2646
N 1.6505 -4.6172 -2.2260
N 1.2275 -3.8092 -1.1927
N 1.3959 -4.1443 0.0652
C 0.9577 -3.0605 0.6835
N 0.5576 -2.1357 -0.1958
N 0.7404 -2.6353 -1.4061
H 1.6089 -5.5766 -1.9002
H 1.0360 -4.4666 -3.0187
H 0.9313 -2.9463 1.7524
Br -3.7088 -0.5336 -3.7814
C -2.1058 0.1765 -4.4775
C -2.1341 0.5656 -5.8095
C -1.0072 1.1064 -6.4045
C 0.1629 1.2692 -5.6748
C 0.1918 0.8872 -4.3495
C -0.9348 0.3342 -3.7308
C -0.7966 -0.0520 -2.3173
O -1.6298 -0.6799 -1.6277
O 0.3112 0.2574 -1.7002
H -3.0469 0.4423 -6.3746
H -1.0475 1.4027 -7.4442
H 1.0439 1.6919 -6.1371
H 1.0938 1.0077 -3.7663
*
```

Computed properties:
- HOMO (hartree) = -0.423
- relative energy (zero: lowest compared OMol25 entry of this formula, charge and spin) (eV) = 0.031
- E_LUMO (eV) = -3.9
- maximum force (Eh/bohr) = 0.01705

No. 5
DFT (wB97M-V/def2-TZVPD) results for a molecular structure, C11H13ClMoN2O2 in a non-equilibrium geometry.

```
! RIJCOSX wB97M-V def2-TZVPD def2/J DEFGRID3
* xyz 2 3
Cl -1.1395 -2.8262 -1.3439
C 2.5935 -1.7302 -0.1729
C 2.9143 -0.4263 -0.6107
C 2.5181 -0.3082 -1.9692
H 3.3703 0.3482 -0.0177
C 1.9386 -1.5363 -2.3723
C 2.0137 -2.4176 -1.2617
H 1.5862 -3.4032 -1.2314
H 2.7557 -2.1271 0.8150
H 2.6279 0.5684 -2.5860
C 1.4005 -1.8763 -3.7176
Mo 0.5093 -0.5306 -0.6522
C -0.9568 0.1934 -1.7255
O -1.7895 0.7005 -2.3655
C -0.5499 -0.8476 0.9656
O -1.2170 -1.0923 1.8907
H 0.9383 -1.0085 -4.1850
H 0.6473 -2.6572 -3.6287
H 2.1913 -2.2344 -4.3824
C -2.2498 3.3398 2.1118
N -1.8948 1.9745 2.4472
C -2.2834 1.3699 3.7008
C -1.1864 1.2259 1.5095
N -0.5307 0.5467 0.6736
H -2.8287 3.8285 2.9254
H -2.8821 3.3638 1.1793
H -1.3310 3.9364 1.9292
H -2.9288 0.4895 3.5006
H -1.3822 1.0549 4.2426
H -2.8546 2.0817 4.3314
*
```

Computed properties:
- HOMO (spin up / spin down) (hartree) = -0.614 / -0.624
- relative energy (zero: lowest compared OMol25 entry of this formula, charge and spin) (eV) = 5.338
- E_LUMO (spin up / spin down) (eV) = -9.8 / -10.5
- maximum force (Eh/bohr) = 0.21237

No. 6
DFT (wB97M-V/def2-TZVPD) results for a molecular structure, C11H13ClPr in a non-equilibrium geometry.

```
! RIJCOSX wB97M-V def2-TZVPD def2/J DEFGRID3
* xyz -1 3
C 0.8831 -2.0334 0.8808
C 0.9584 -2.0997 -0.5488
C -0.3925 -2.0965 -1.0597
H 1.8716 -2.0872 -1.1527
C -1.2862 -1.9969 0.0692
C -0.4913 -1.9673 1.2568
H -0.8707 -1.8522 2.2786
H 1.7374 -1.9617 1.5642
H -0.6804 -2.0284 -2.1117
H -2.3746 -1.9013 0.0144
Pr -0.0379 0.1370 -0.1708
Cl 0.7705 1.3289 1.8908
C 0.1085 2.9217 -4.7180
C -1.1181 2.2836 -5.0601
C -0.8084 1.0529 -5.7065
H -2.1146 2.6697 -4.8666
C 0.6094 0.9304 -5.7639
C 1.1758 2.0858 -5.1531
H 2.2359 2.2939 -5.0425
H 0.2110 3.8798 -4.2173
H -1.5273 0.3357 -6.0921
H 1.1615 0.1033 -6.2009
C -1.9240 1.5546 -0.5564
H -2.4911 1.7574 0.3602
H -1.5115 2.4983 -0.9538
H -2.5619 1.0786 -1.3073
*
```

Computed properties:
- HOMO (spin up / spin down) (hartree) = -0.101 / -0.101
- E_LUMO (spin up / spin down) (eV) = 2.3 / 2.3
- maximum force (Eh/bohr) = 0.10196

No. 7
DFT (wB97M-V/def2-TZVPD) results for C11H13F2N in the gas phase in a non-equilibrium geometry.

```
! RIJCOSX wB97M-V def2-TZVPD def2/J DEFGRID3
* xyz 0 1
C 1.9773 1.0428 3.3627
C 0.6982 0.6192 3.1446
C 2.9702 0.9863 2.4214
C 0.2734 0.2421 1.8922
C 2.6064 0.5583 1.1748
C 1.2601 0.1945 0.8335
C 0.8674 -0.3204 -0.5356
C 0.1107 -1.6021 -0.8152
C -1.9626 1.2498 -1.7360
C -2.4574 -1.1729 -2.2151
C -1.2911 -0.1117 -2.0120
N -0.6713 -0.5186 -0.7402
F 0.4990 -2.3808 -1.9047
F -0.0829 -2.4745 0.2533
H 2.3399 1.2398 4.3514
H -0.0010 0.5871 4.0007
H 4.0462 1.0290 2.6327
H -0.7873 -0.0733 1.6196
H 3.3973 0.4893 0.4068
H 1.3493 0.0987 -1.3823
H -2.8373 1.2066 -0.9946
H -1.1393 1.9316 -1.3985
H -2.4774 1.7098 -2.6410
H -3.1615 -0.9008 -1.4856
H -2.1811 -2.2960 -2.1181
H -2.8649 -1.1884 -3.2683
H -0.4803 -0.1453 -2.8466
*
```

Computed properties:
- HOMO (hartree) = -0.327
- relative energy (zero: lowest compared OMol25 entry of this formula, charge and spin) (eV) = 0.977
- E_LUMO (eV) = 0.9
- maximum force (Eh/bohr) = 0.08829

No. 8
DFT (wB97M-V/def2-TZVPD) results for C11H13FN4 in the gas phase in a non-equilibrium geometry.

```
! RIJCOSX wB97M-V def2-TZVPD def2/J DEFGRID3
* xyz 0 1
F -2.3111 -1.1308 -3.4957
N 3.5632 -0.2073 1.3088
C 2.3649 -0.4340 0.9174
C -3.9716 1.5620 -1.6159
C -3.7659 0.5479 -2.5512
C -3.0108 1.8437 -0.6479
C -2.5559 -0.1626 -2.5555
C -1.7608 1.2384 -0.6998
C -1.5359 0.2141 -1.6767
N 1.7347 0.4336 0.0936
N 0.3553 0.3738 -0.2908
N 1.7461 -1.4764 1.5115
C -0.5678 1.3897 0.2436
C -0.1418 -0.3778 -1.5070
C 3.8715 -1.1837 2.3990
C 2.5818 -2.0301 2.5602
H -4.9202 2.0814 -1.5368
H -4.5572 0.2703 -3.2367
H -3.3060 2.5730 0.1258
H 2.3039 1.2131 -0.2447
H 0.7655 -1.3198 1.6463
H -0.1345 2.4195 0.2078
H -0.8061 1.1744 1.2770
H -0.1782 -1.4665 -1.3225
H 0.4568 -0.2275 -2.4156
H 4.1305 -0.6170 3.3206
H 4.7556 -1.7936 2.2251
H 2.1521 -1.7975 3.5374
H 2.7421 -3.1104 2.4226
*
```

Computed properties:
- HOMO (hartree) = -0.292
- E_LUMO (eV) = 0.7
- maximum force (Eh/bohr) = 0.06028